[1]
Here is a 10-piece molecular cluster, C31H84F3N6O15S overall from the Open Molecules 2025 dataset. Energies are from ωB97M-V with the def2-TZVPD basis set.

CARTESIAN COORDINATES (ANGSTROEM)
C  0.314  0.159  0.337
F  -0.741  0.617  1.014
F  1.397  0.148  1.123
F  0.092  -1.102  -0.021
S  0.687  1.200  -1.204
O  -0.490  1.005  -2.058
O  0.797  2.558  -0.658
O  1.846  0.561  -1.812
C  1.474  0.087  4.833
C  0.600  -1.022  4.296
O  -0.222  -1.564  5.342
O  2.377  -0.388  5.832
H  0.865  0.837  5.347
H  2.015  0.576  4.025
H  1.207  -1.831  3.875
H  -0.020  -0.696  3.455
H  -0.595  -2.361  4.952
H  1.900  -0.357  6.663
C  -1.203  4.062  3.593
C  -0.222  3.820  2.449
O  -0.874  3.555  1.233
O  -1.461  5.468  3.737
H  -0.777  3.786  4.567
H  -2.114  3.460  3.507
H  0.481  3.012  2.679
H  0.409  4.715  2.398
H  -0.220  3.257  0.557
H  -1.915  5.525  4.583
C  -2.760  -0.633  -3.824
C  -1.740  -0.549  -4.930
O  -0.429  -0.416  -4.426
O  -2.993  0.603  -3.144
H  -2.457  -1.331  -3.030
H  -3.680  -1.121  -4.160
H  -2.009  0.292  -5.583
H  -1.796  -1.440  -5.562
H  -0.454  0.169  -3.644
H  -2.157  0.699  -2.625
C  1.576  -2.837  -2.969
C  3.094  -3.006  -3.049
C  3.583  -3.907  -4.203
O  3.258  -5.249  -3.909
C  3.852  -6.163  -4.822
N  3.725  -1.661  -3.148
H  1.314  -2.230  -3.840
H  1.265  -2.349  -2.048
H  1.061  -3.793  -3.102
H  3.558  -3.357  -2.123
H  4.638  -3.652  -4.339
H  3.040  -3.605  -5.110
H  3.254  -6.120  -5.743
H  3.649  -7.143  -4.395
H  4.886  -6.017  -5.133
H  3.361  -1.048  -2.423
H  3.218  -1.293  -3.959
C  4.185  3.104  1.174
C  3.487  4.466  1.355
C  4.563  5.530  1.444
O  5.400  5.213  2.565
C  6.150  6.259  3.079
N  2.646  4.754  0.180
H  4.848  2.845  2.000
H  4.814  3.189  0.284
H  3.432  2.325  1.051
H  2.854  4.350  2.236
H  4.157  6.532  1.619
H  5.236  5.553  0.579
H  5.609  7.209  3.181
H  7.050  6.426  2.468
H  6.493  5.989  4.081
H  2.173  3.875  -0.012
H  3.205  5.000  -0.628
C  3.795  -8.142  -0.864
C  4.013  -6.643  -0.700
C  2.827  -5.998  0.006
O  3.020  -4.592  0.051
C  2.065  -3.905  0.818
N  5.131  -6.450  0.239
H  2.973  -8.313  -1.569
H  3.483  -8.654  0.043
H  4.660  -8.578  -1.366
H  4.222  -6.120  -1.637
H  2.584  -6.421  0.982
H  1.970  -6.181  -0.660
H  2.170  -2.836  0.634
H  2.174  -4.011  1.905
H  1.050  -4.229  0.572
H  5.274  -5.443  0.343
H  6.002  -6.639  -0.265
C  -4.848  3.254  2.269
C  -4.194  1.930  1.956
C  -5.091  0.725  1.781
O  -5.757  0.301  2.959
C  -6.658  -0.755  2.660
N  -3.273  2.034  0.823
H  -4.113  4.025  2.506
H  -5.541  3.141  3.107
H  -5.461  3.650  1.453
H  -3.558  1.722  2.835
H  -4.445  -0.124  1.520
H  -5.826  0.875  0.981
H  -6.122  -1.513  2.076
H  -7.461  -0.422  1.998
H  -6.973  -1.169  3.612
H  -2.677  1.213  0.862
H  -2.639  2.813  0.978
C  -3.021  -1.800  3.521
C  -3.029  -3.100  2.698
C  -2.238  -2.860  1.416
O  -2.215  -4.086  0.669
C  -1.230  -4.131  -0.327
N  -2.433  -4.153  3.510
H  -2.053  -1.660  4.007
H  -3.772  -1.906  4.304
H  -3.215  -0.942  2.883
H  -4.085  -3.298  2.482
H  -1.206  -2.666  1.721
H  -2.704  -2.104  0.782
H  -0.269  -4.503  0.046
H  -1.057  -3.192  -0.861
H  -1.497  -4.857  -1.099
H  -2.765  -5.048  3.162
H  -2.768  -4.120  4.467
C  -4.509  5.455  -4.007
C  -3.637  4.187  -4.101
C  -2.273  4.437  -3.465
O  -1.711  5.625  -4.045
C  -0.361  5.777  -3.685
N  -4.425  3.162  -3.396
H  -4.153  6.271  -4.643
H  -4.452  5.845  -2.986
H  -5.558  5.317  -4.264
H  -3.565  3.873  -5.144
H  -1.554  3.626  -3.609
H  -2.410  4.618  -2.396
H  0.038  6.642  -4.219
H  0.239  4.949  -4.092
H  -0.195  5.817  -2.609
H  -3.828  2.331  -3.246
H  -4.631  3.404  -2.436

## Properties
* HOMO level: -6.6 eV
* total charge: -1
* 2S+1: 1
* orbital gap: 8.86 eV
* energy relative to the best compared isomer or geometry (same formula, charge and spin): 0.00 kcal/mol
* total energy: -3386.37879 hartree

=====

[2]
Here is C31H84N11O13Y as an isolated structure from the Open Molecules 2025 dataset. Energies are from ωB97M-V with the def2-TZVPD basis set.

CARTESIAN COORDINATES (ANGSTROEM)
Y  -0.797  3.913  -0.864
C  -1.525  -0.128  -1.331
C  -0.599  0.580  -0.340
C  0.672  -0.165  -0.084
O  -0.165  1.917  -0.637
H  -1.610  -1.226  -1.098
H  -1.082  -0.169  -2.371
H  -2.527  0.285  -1.346
H  -1.117  0.651  0.619
H  1.292  0.037  -0.984
H  0.334  -1.170  0.027
H  1.189  0.194  0.855
C  -2.529  -3.130  2.379
O  -2.791  -2.261  3.249
N  -2.824  -4.417  2.575
N  -1.932  -2.810  1.214
H  -2.610  -5.042  1.806
H  -3.051  -4.634  3.568
H  -2.036  -1.818  0.929
H  -1.937  -3.560  0.505
C  -1.890  3.077  -4.190
O  -1.548  3.576  -3.085
N  -3.032  3.465  -4.810
N  -1.114  2.177  -4.921
H  -3.500  4.278  -4.462
H  -3.602  2.791  -5.336
H  -0.145  1.997  -4.633
H  -1.164  2.137  -5.905
C  -2.401  2.468  1.784
O  -2.003  3.375  0.985
N  -1.946  2.570  3.066
N  -3.232  1.480  1.437
H  -2.138  1.780  3.731
H  -1.312  3.306  3.289
H  -3.496  1.375  0.449
H  -3.935  1.021  2.097
C  1.394  3.813  1.504
O  0.518  4.531  0.875
N  1.939  2.713  1.060
N  1.851  4.379  2.647
H  1.369  2.144  0.458
H  2.587  2.164  1.641
H  2.312  3.781  3.289
H  1.383  5.217  2.973
C  -4.945  -1.461  5.630
C  -4.708  -0.136  5.037
C  -3.789  0.752  5.834
O  -4.184  -0.224  3.673
H  -4.051  -2.009  5.942
H  -5.444  -2.088  4.894
H  -5.601  -1.466  6.497
H  -5.595  0.491  4.910
H  -2.845  0.146  6.008
H  -4.157  1.019  6.806
H  -3.626  1.692  5.271
H  -3.575  -1.032  3.652
C  2.324  -2.150  -4.306
C  3.107  -0.842  -4.611
C  3.354  -0.707  -6.127
O  2.447  0.342  -4.187
H  1.550  -2.476  -5.029
H  1.807  -2.233  -3.364
H  3.077  -2.939  -4.235
H  4.072  -0.911  -4.077
H  4.013  -1.533  -6.447
H  3.756  0.313  -6.323
H  2.426  -0.759  -6.689
H  2.406  0.213  -3.237
C  5.378  2.092  1.605
O  4.253  1.452  2.214
C  4.710  0.240  2.811
C  3.726  -0.339  3.849
N  3.718  -1.801  3.924
C  2.428  -2.558  3.904
C  1.694  -2.644  5.276
O  1.197  -1.486  5.771
C  -0.152  -1.180  5.377
H  5.849  2.765  2.361
H  5.059  2.636  0.761
H  6.044  1.327  1.237
H  5.649  0.520  3.331
H  4.971  -0.479  2.006
H  2.766  0.011  3.479
H  3.856  0.173  4.830
H  4.363  -2.088  4.630
H  2.726  -3.559  3.518
H  1.875  -2.045  3.129
H  2.331  -2.905  6.099
H  1.013  -3.490  5.175
H  -0.093  -0.957  4.346
H  -0.398  -0.267  5.809
H  -0.875  -1.969  5.576
C  -4.222  4.493  -0.942
O  -3.028  5.221  -1.128
C  -2.771  6.357  -0.305
C  -1.769  7.182  -1.135
N  -0.781  6.257  -1.669
C  0.630  6.671  -1.815
C  1.312  5.622  -2.754
O  1.302  4.333  -2.124
C  2.286  3.381  -2.661
H  -4.294  3.616  -1.607
H  -4.971  5.235  -1.069
H  -4.258  4.139  0.105
H  -2.409  5.997  0.653
H  -3.701  6.919  -0.196
H  -1.320  7.923  -0.523
H  -2.272  7.708  -1.979
H  -1.094  5.870  -2.529
H  1.100  6.745  -0.848
H  0.717  7.656  -2.298
H  2.346  5.951  -2.988
H  0.769  5.620  -3.711
H  1.819  2.661  -3.320
H  2.685  2.882  -1.798
H  3.090  3.970  -3.103
C  -3.775  -5.691  -1.933
O  -2.709  -5.298  -1.136
C  -1.515  -5.756  -1.804
C  -0.169  -5.264  -1.362
N  0.798  -5.990  -2.198
C  2.146  -5.963  -1.693
C  3.022  -6.715  -2.633
O  3.301  -5.793  -3.678
C  3.813  -6.382  -4.829
H  -3.819  -6.804  -1.977
H  -3.652  -5.322  -2.965
H  -4.670  -5.325  -1.486
H  -1.540  -5.526  -2.876
H  -1.490  -6.851  -1.668
H  0.063  -5.370  -0.296
H  -0.029  -4.205  -1.605
H  0.624  -6.965  -2.411
H  2.209  -6.407  -0.708
H  2.481  -4.864  -1.587
H  2.650  -7.694  -3.021
H  4.020  -6.806  -2.130
H  4.709  -7.005  -4.547
H  4.164  -5.571  -5.507
H  3.049  -6.956  -5.353

## Properties
* HOMO level: -11.8 eV
* total charge: +2
* 2S+1: 1
* orbital gap: 7.85 eV
* total energy: -2850.02870 hartree

=====

Look up the orbital gap of the first one. 8.86 eV

=====

What is the total energy in the second record? -2850.02870 hartree

=====

total energy of number 2 (C31H84N11O13Y)? -2850.02870 hartree